Record 1
Computed, not measured: a gas-phase ion, ClO4 (charge -1) at a distorted geometry, with ωB97M-V with the def2-TZVPD basis set.

```
5
Properties=species:S:1:pos:R:3:lowdin_charge:R:1
Cl 0.033 -0.089 -0.112 0.5817
O 1.194 0.438 0.453 -0.3819
O -0.901 0.839 0.201 -0.4065
O -0.464 -0.936 1.018 -0.4217
O 0.138 -0.251 -1.560 -0.3715
```

Results
- Net charge: -1
- HOMO: -4.16 eV

Record 2
Computed, not measured: a molecular structure, ClY at a distorted geometry, with ωB97M-V with the def2-TZVPD basis set.

```
2
Properties=species:S:1:pos:R:3:lowdin_charge:R:1
Y 1.094 0.807 -0.105 2.0214
Cl -1.094 -0.807 0.105 -0.0214
```

Results
- Net charge: +2
- HOMO: -20.58 eV

Record 3
Computed, not measured: a molecular structure, ClZr, with ωB97M-V with the def2-TZVPD basis set.

```
2
Properties=species:S:1:pos:R:3:lowdin_charge:R:1
Zr 6.440 -9.023 24.692 2.2919
Cl 5.779 -7.046 25.165 0.7081
```

Results
- Net charge: +3
- HOMO: -31.84 eV

Record 4
Computed, not measured: a molecular structure, CrI3O4S at a distorted geometry, with ωB97M-V with the def2-TZVPD basis set.

```
9
Properties=species:S:1:pos:R:3:lowdin_charge:R:1
I -1.571 2.492 -1.207 -0.1941
I -2.874 0.398 2.703 -0.2298
I 1.785 1.681 2.145 -0.1306
Cr -0.703 1.186 1.150 -0.4388
S 0.643 -1.155 -0.960 0.2113
O -0.106 -0.529 0.184 -0.5627
O 0.052 -0.714 -2.232 -0.2812
O 0.741 -2.582 -0.872 -0.2024
O 2.033 -0.778 -0.912 -0.1718
```

Results
- Net charge: -2
- HOMO (alpha / beta): -1.70 / -2.17 eV
- Multiplicity: 6

Record 5
Computed, not measured: a molecular structure, CsHO at a distorted geometry, with ωB97M-V with the def2-TZVPD basis set.

```
3
Properties=species:S:1:pos:R:3:lowdin_charge:R:1
Cs -1.343 1.436 -0.262 0.9531
O 0.426 -0.930 -0.225 -0.7360
H 0.917 -0.506 0.486 -0.2171
```

Results
- HOMO: -6.73 eV

Record 6
Computed, not measured: a molecular structure, CuFI3 at a distorted geometry, with ωB97M-V with the def2-TZVPD basis set.

```
5
Properties=species:S:1:pos:R:3:lowdin_charge:R:1
I 1.320 -0.628 -2.220 -0.1945
I 1.751 -0.812 1.923 -0.2424
I -2.533 -1.116 0.326 -0.4610
Cu 0.089 0.214 -0.008 -0.3787
F -0.627 2.342 -0.021 -0.7234
```

Results
- Net charge: -2
- HOMO (alpha / beta): -1.56 / -1.54 eV
- Multiplicity: 2

Record 7
Computed, not measured: a molecular structure, CuH12O6, with ωB97M-V with the def2-TZVPD basis set.

```
19
Properties=species:S:1:pos:R:3:lowdin_charge:R:1
Cu 0.058 -0.209 0.230 0.1517
O -0.401 -0.417 2.617 -0.0815
O -1.989 0.740 -1.660 -0.0893
O 1.711 -0.214 -1.746 -0.0675
O 2.345 -0.395 1.274 -0.0703
O -1.231 -2.098 -0.582 -0.0792
O -0.106 2.123 0.087 -0.0724
H -1.045 0.274 2.774 0.0219
H -1.853 -2.027 -1.307 0.0184
H 3.029 0.206 0.980 0.0319
H -1.758 -2.399 0.158 0.0239
H 1.892 0.380 -2.475 0.0329
H -2.663 1.168 -1.133 0.0188
H 2.476 -0.790 -1.711 0.0335
H -0.480 -0.996 3.375 0.0326
H -0.624 2.166 -0.717 -0.0018
H -2.476 0.274 -2.340 0.0212
H 0.513 2.850 0.012 0.0388
H 2.603 -0.636 2.164 0.0364
```

Results
- HOMO (alpha / beta): -2.86 / -8.05 eV
- Multiplicity: 2

Record 8
Computed, not measured: a molecular structure, F12N6O24S12Tl at a distorted geometry, with ωB97M-V with the def2-TZVPD basis set.

```
55
Properties=species:S:1:pos:R:3:lowdin_charge:R:1
Tl -0.010 -0.033 0.148 0.9530
S -4.518 0.015 -4.184 0.5291
S -1.601 -5.529 3.199 0.6060
S 4.906 0.778 3.648 0.4846
S 4.712 -1.583 -3.330 0.6164
S -2.308 -5.896 0.949 0.3558
S -2.057 2.728 5.525 0.4155
S -4.001 2.465 4.285 0.6697
S 0.894 5.905 -2.080 0.4158
S -1.400 5.671 -1.978 0.5920
S 4.725 -1.514 3.585 0.4930
S -2.636 0.409 -5.507 0.5529
S 3.360 -3.236 -4.222 0.4870
F -1.159 0.867 -5.090 -0.2018
F 4.051 1.816 2.873 -0.1851
F 1.822 -3.803 -4.091 -0.2309
F -0.613 1.922 5.690 -0.2549
F -4.614 -0.975 -2.834 -0.2566
F -2.334 4.539 -1.268 -0.2256
F 3.829 -2.698 2.960 -0.2064
F 2.355 5.298 -1.683 -0.2208
F 4.561 -0.310 -2.337 -0.2114
F -4.469 1.837 2.848 -0.2336
F -1.575 -4.214 4.246 -0.2384
F -2.296 -5.142 -0.365 -0.1411
O -5.392 1.151 -3.800 -0.2696
O -3.698 -6.089 1.029 -0.2322
O -3.287 1.469 -6.209 -0.2445
O -5.010 -0.930 -5.223 -0.2852
O 5.119 -0.964 -4.617 -0.2836
O 3.310 -2.698 -5.592 -0.2688
O 1.067 5.826 -3.521 -0.2535
O 6.128 0.893 2.882 -0.2521
O -1.793 5.683 -3.366 -0.2436
O -1.488 -7.042 0.788 -0.2282
O 4.890 1.192 4.994 -0.2143
O 1.026 7.214 -1.469 -0.2525
O -1.558 4.048 5.354 -0.2490
O -0.418 -6.294 3.574 -0.2657
O 4.230 -4.387 -3.956 -0.2605
O -2.254 -0.782 -6.300 -0.2744
O -4.927 1.651 5.160 -0.3160
O -1.856 6.759 -1.110 -0.2720
O -2.813 -6.190 3.696 -0.2848
O 4.528 -1.699 5.065 -0.2710
O 6.015 -1.877 2.988 -0.2552
O -2.661 2.364 6.818 -0.2744
O 5.753 -2.379 -2.655 -0.2814
O -4.368 3.910 4.045 -0.3045
N 3.065 -2.156 -3.115 -0.1845
N -1.795 -4.668 1.790 -0.2082
N -3.044 0.214 -3.922 -0.2280
N 3.924 -0.366 2.965 -0.1932
N -2.323 1.993 4.223 -0.2141
N 0.008 4.835 -1.501 -0.1988
```

Results
- Net charge: -3
- HOMO: -5.01 eV